Record 1
Below is a 8-piece molecular cluster, C3H22O8 overall at a distorted geometry, with properties calculated with ωB97M-V/def2-TZVPD.

Summary:
ΔE to the lowest compared entry with this formula, charge and spin	54.5	kcal/mol
SMILES string	CO.CO.CO.O.O.O.O.O
HOMO energy	-10.1	eV

Each line ends with the Mulliken charge.
Cartesian coordinates (Å):
C  -3.2884  1.3296  1.3001  -0.427
O  -3.8391  1.4529  2.5822  -0.520
H  -2.5401  0.5354  1.2064  0.129
H  -3.9707  1.3871  0.4472  0.295
H  -2.6230  2.1786  1.1006  0.219
H  -4.2406  0.6212  2.8431  0.302
C  2.3790  -1.8406  2.0366  -0.570
O  1.2860  -2.4912  1.3879  -0.549
H  3.3372  -2.3001  1.7773  0.297
H  2.4314  -0.7960  1.7384  0.234
H  2.2582  -1.8930  3.1211  0.294
H  1.3206  -3.4117  1.6595  0.280
C  2.5704  -0.5630  -2.1876  -0.365
O  3.5997  -0.7134  -3.1442  -0.567
H  1.5682  -0.5638  -2.6269  0.199
H  2.4908  -1.4635  -1.5704  0.161
H  2.8302  0.2720  -1.5390  0.262
H  3.7295  0.0764  -3.6688  0.309
O  0.7840  2.3863  -0.0896  -0.657
H  0.5993  1.4228  -0.0511  0.345
H  0.1034  2.7310  -0.6776  0.294
O  0.1938  0.8438  2.8822  -0.627
H  0.3882  0.3048  2.1047  0.263
H  0.9242  1.4695  2.9393  0.330
O  -1.4562  1.8635  -2.3516  -0.573
H  -1.6020  0.9068  -2.3131  0.277
H  -2.3387  2.2453  -2.4185  0.296
O  0.0388  -0.2681  -0.0604  -0.242
H  0.5398  -1.0617  0.1947  0.243
H  -0.6272  -0.5899  -0.6924  0.153
O  -1.9671  -1.1386  -1.8910  -0.624
H  -2.3519  -1.3004  -2.7615  0.268
H  -2.5278  -1.6322  -1.2776  0.270

=====

Record 2
Below is C3H23NO9S as an isolated structure at a distorted geometry, with properties calculated with ωB97M-V/def2-TZVPD.

Summary:
ΔE to the lowest compared entry with this formula, charge and spin	10.9	kcal/mol
charge	-2
HOMO energy	-1.0	eV

Each line ends with the Mulliken charge.
Cartesian coordinates (Å):
C  0.0243  -1.1615  0.9134  -0.943
C  -0.0817  0.3211  1.5830  0.575
S  -1.7136  0.8438  2.0573  -0.561
N  1.0235  -1.1349  -0.1655  0.003
C  2.2035  -2.0361  -0.1419  -0.470
O  3.2684  -1.4905  0.4287  -0.735
H  0.3592  -1.7958  1.6840  0.492
H  -0.9041  -1.2309  0.4216  0.415
H  0.3264  1.0142  0.7845  -0.713
H  0.5996  0.5231  2.4512  0.161
H  1.4591  -0.2387  -0.3370  -0.099
H  2.3573  -2.2643  -1.2302  0.249
H  1.9091  -2.9390  0.4273  0.354
H  -0.6069  -1.8437  3.3592  0.356
H  -2.0583  -2.3566  3.6117  0.321
O  -1.1437  -2.5123  3.7752  -0.673
H  -2.4705  1.2240  -3.2029  0.339
H  -2.2298  2.0847  -1.9409  0.355
O  -2.5431  2.0646  -2.8489  -0.619
H  0.2555  1.6639  -1.5748  0.407
H  0.1094  0.1772  -1.2465  0.364
O  -0.2475  0.8784  -1.7935  -0.719
H  -2.7642  3.1291  -0.0391  0.333
H  -1.3861  2.6314  0.1028  0.303
O  -1.8958  3.3247  -0.4238  -0.760
H  -0.2514  -2.3902  -1.4554  0.305
H  -0.9532  -2.0289  -2.8011  0.284
O  -0.7877  -2.7108  -2.1642  -0.730
H  2.7214  0.9203  1.8009  0.210
H  3.2355  -0.2622  0.5302  0.379
O  3.0939  0.9091  0.9223  -0.917
H  -2.6493  -0.2279  -0.4417  0.263
H  -1.6245  -0.0988  -1.4781  0.128
O  -2.3738  -0.6417  -1.2165  -0.591
H  1.5424  3.1675  0.2360  0.251
H  2.4296  1.8808  -0.1055  0.423
O  1.7670  2.6067  -0.4818  -0.743

=====

Record 3
Below is a 9-piece molecular cluster, C3H24N4O9 overall at a distorted geometry, with properties calculated with ωB97M-V/def2-TZVPD.

Summary:
ΔE to the lowest compared entry with this formula, charge and spin	0.0	kcal/mol
SMILES string	NC(N)=O.NC(N)=O.CO.O.O.O.O.O.O
HOMO energy	-10.1	eV

Each line ends with the Mulliken charge.
Cartesian coordinates (Å):
N  3.3374  -9.4008  7.7283  -0.580
C  2.4453  -10.2104  8.4202  0.609
N  1.4085  -9.6644  9.1245  -0.362
O  2.5684  -11.3931  8.3601  -0.643
H  3.6224  -9.7987  6.8278  0.279
H  2.9914  -8.5014  7.4367  0.257
H  1.5023  -8.6544  9.3568  0.204
H  0.9914  -10.1684  9.9245  0.150
N  -1.5092  -13.4460  10.9811  -0.473
C  -0.4794  -12.6360  10.6066  0.670
N  0.3259  -13.1034  9.5938  -0.249
O  -0.3352  -11.5044  11.1471  -0.777
H  -1.7105  -14.2266  10.3690  0.230
H  -2.4337  -13.0736  11.4729  0.287
H  1.1300  -12.6222  9.2413  0.180
H  0.2485  -14.0931  9.3046  0.183
C  -1.3979  -9.5833  5.0861  -0.443
O  -1.4387  -8.4171  5.8473  -0.518
H  -2.3125  -9.8918  4.6022  0.249
H  -0.7150  -9.3411  4.3079  0.288
H  -1.1055  -10.4156  5.6728  0.090
H  -1.7620  -8.6986  6.7152  0.354
O  -1.7750  -10.1615  12.7739  -0.794
H  -1.1737  -10.7907  12.2649  0.462
H  -2.4648  -10.6063  13.3304  0.322
O  -3.8419  -11.8150  11.5518  -0.653
H  -4.4026  -12.2032  10.8865  0.353
H  -3.6565  -10.9796  11.0467  0.374
O  -5.0642  -12.8176  9.0423  -0.666
H  -4.5754  -13.0153  8.1879  0.335
H  -5.6369  -12.1368  8.7157  0.296
O  -2.9685  -9.3012  10.5333  -0.728
H  -2.4768  -9.4957  11.3890  0.416
H  -3.4369  -8.5135  10.7557  0.228
O  -1.6340  -10.4076  8.3418  -0.573
H  -2.0988  -10.0430  9.1047  0.406
H  -0.6777  -10.2229  8.4931  0.236
O  -2.8788  -12.7827  7.1865  -0.727
H  -2.7123  -12.2812  6.3648  0.320
H  -2.7499  -12.0363  7.8148  0.406

=====

Record 4
Below is a 10-piece molecular cluster, C3H24O10 overall at a distorted geometry, with properties calculated with ωB97M-V/def2-TZVPD.

Summary:
ΔE to the lowest compared entry with this formula, charge and spin	0.0	kcal/mol
SMILES string	C=CCO.O.O.O.O.O.O.O.O.O
HOMO energy	-9.5	eV

Each line ends with the Mulliken charge.
Cartesian coordinates (Å):
C  -0.9553  1.0392  -1.0480  -1.282
C  -0.2072  0.3772  -0.1663  0.582
C  0.6325  1.2335  0.8883  -0.707
O  1.8489  0.5398  1.3427  -0.583
H  -1.5677  0.5855  -1.8641  0.095
H  -0.9520  2.0939  -1.1389  0.680
H  -0.0806  -0.6798  -0.1906  0.308
H  0.9050  2.2045  0.5524  0.358
H  -0.0050  1.1881  1.8124  0.313
H  2.3762  0.3574  0.5060  0.305
O  -2.7384  -1.6339  -0.0137  -0.665
H  -2.1851  -1.4096  0.7193  0.322
H  -3.5529  -1.1495  -0.0363  0.390
O  0.1521  -0.2492  3.8795  -0.714
H  0.7715  -0.0612  3.1709  0.338
H  0.0470  0.4761  4.4805  0.305
O  -0.7785  -1.7095  -1.9110  -0.546
H  -1.4590  -1.8700  -1.3310  0.364
H  -1.0868  -1.7684  -2.7406  0.220
O  1.7907  -2.3770  -1.4012  -0.688
H  1.9459  -3.2275  -1.7177  0.245
H  0.7826  -2.1121  -1.3399  0.441
O  -1.8609  -1.3112  2.5675  -0.691
H  -1.0930  -0.9333  3.0332  0.399
H  -1.9592  -2.2191  2.8614  0.299
O  2.7184  1.7444  -2.1708  -0.591
H  3.1668  1.8901  -2.9352  0.238
H  3.2587  1.0099  -1.7180  0.358
O  -4.7322  -0.1046  0.9614  -0.726
H  -4.3124  0.7047  0.7863  0.336
H  -4.2577  -0.4112  1.7829  0.332
O  0.5139  3.6365  -1.6587  -0.628
H  0.7461  2.7348  -1.8695  0.264
H  1.3327  4.1071  -1.8644  0.328
O  3.6718  -0.5634  -0.8570  -0.741
H  4.2188  -0.9373  -0.2304  0.249
H  2.9043  -1.1952  -1.1412  0.494

=====

Record 5
Below is a 10-piece molecular cluster, C3H25N2O10S overall at a distorted geometry, with properties calculated with ωB97M-V/def2-TZVPD.

Summary:
ΔE to the lowest compared entry with this formula, charge and spin	0.0	kcal/mol
charge	-1
HOMO energy	-4.6	eV

Each line ends with the Mulliken charge.
Cartesian coordinates (Å):
C  -0.7322  -0.7340  1.6157  -0.926
C  -2.1861  -0.9030  1.1682  -0.373
S  -3.0151  0.6957  0.7873  -0.617
N  0.2709  -0.9367  0.5633  0.078
C  0.7472  0.0128  -0.2632  0.427
N  0.4252  1.3271  -0.1291  -0.156
O  1.5273  -0.3019  -1.1930  -0.968
H  -0.5495  0.2196  2.1148  0.428
H  -0.4967  -1.4682  2.4031  0.420
H  -2.2996  -1.5165  0.2794  0.084
H  -2.7649  -1.3739  1.9699  0.353
H  0.3927  -1.9035  0.2521  0.287
H  -0.1227  1.6749  0.6446  0.187
H  1.0494  1.9909  -0.5551  0.295
H  2.9233  2.0718  1.8296  0.439
H  3.6831  1.5876  0.5737  0.388
O  3.6918  1.5283  1.5563  -0.764
H  4.4254  0.8270  -1.4332  0.297
H  2.9015  0.7126  -1.2463  0.424
O  3.6593  1.3451  -1.1555  -0.759
H  -1.5380  3.5238  1.8142  0.272
H  -1.7781  1.9948  1.8266  0.028
O  -1.1208  2.7109  2.1278  -0.694
H  -1.2354  -2.3554  -3.3874  0.485
H  0.2500  -2.2386  -3.0214  0.326
O  -0.3971  -2.8782  -3.3982  -0.806
H  0.5422  -4.9451  -1.3621  0.282
H  -0.4301  -3.9106  -2.0490  0.431
O  -0.2718  -4.4385  -1.2186  -0.690
H  -1.3632  1.1175  -1.7801  0.408
H  -2.8612  1.2740  -1.6432  0.279
O  -2.1753  1.1498  -2.3248  -0.806
H  -3.1031  -1.7080  -2.3310  0.307
H  -2.4323  -0.4534  -2.8935  0.467
O  -2.6277  -1.4105  -3.1138  -0.765
H  0.6011  2.8717  2.3777  0.336
H  1.7090  2.7926  3.4494  0.316
O  1.5703  2.9744  2.5134  -0.730
H  3.3903  -0.1080  2.1564  0.441
H  2.3334  -1.1918  1.8911  0.290
O  3.1661  -1.0510  2.3466  -0.721